Entry 1:
{
  "formula": "C20H63BF4N3O10",
  "method": "wB97M-V/def2-TZVPD",
  "charge": -1,
  "homo_lumo_gap_ev": 9.66,
  "species": ["C", "O", "H", "H", "F", "F", "O", "H", "H", "H", "H", "H", "H", "H", "H", "O", "H", "C", "C", "H", "B", "C", "H", "H", "C", "H", "H", "F", "H", "H", "H", "H", "C", "H", "H", "C", "O", "H", "H", "H", "H", "H", "H", "C", "H", "H", "C", "H", "C", "H", "H", "O", "N", "O", "C", "H", "C", "H", "H", "C", "C", "H", "H", "H", "C", "O", "F", "N", "H", "C", "H", "H", "C", "H", "O", "H", "H", "H", "H", "H", "C", "H", "H", "O", "H", "H", "H", "H", "H", "C", "H", "N", "H", "C", "H", "O", "H", "H", "H", "H", "H"],
  "positions_angstrom": [[-1.94, 11.80, -2.09], [1.00, -2.48, 4.33], [-5.05, -1.23, -4.24], [3.89, 1.66, -2.77], [-0.95, -1.17, 0.38], [-0.52, 0.97, -0.30], [0.62, -10.99, 2.91], [4.77, 4.48, 3.68], [6.01, 0.63, -1.88], [4.55, -3.76, 0.94], [0.70, -2.46, 3.42], [-3.24, 6.52, -3.68], [-6.45, 1.65, 6.26], [-7.18, 0.27, 5.49], [-7.50, 0.23, -2.98], [4.20, -3.93, 0.06], [0.73, -4.68, -8.16], [-6.67, 1.21, 5.29], [6.54, 1.36, -2.49], [0.23, 1.77, -5.20], [-0.10, -0.33, -0.30], [2.12, -5.13, -6.48], [6.74, 2.27, -1.93], [6.22, 2.28, 5.26], [-3.25, 7.60, -3.55], [-7.31, 1.45, -4.91], [7.48, 3.00, 6.16], [0.12, -0.67, -1.62], [6.04, 2.23, -4.58], [0.79, -10.15, 0.88], [-1.23, 12.34, -2.71], [-1.92, -7.97, 3.41], [4.12, 3.49, 6.35], [3.09, 4.23, 3.02], [-2.86, 12.38, -2.05], [1.57, -11.97, 2.67], [-0.63, 1.75, -5.63], [-4.69, 0.55, 5.07], [3.48, 5.37, 4.35], [4.14, 2.32, 4.50], [1.34, -5.03, -5.72], [-0.48, -6.97, 1.72], [-5.86, 0.97, -3.15], [-1.60, -8.92, 2.98], [-2.74, 7.40, -0.27], [2.80, -5.91, -6.14], [6.42, 2.75, 6.22], [1.95, -2.47, 4.27], [-6.56, 0.23, -3.54], [3.53, -3.25, -0.06], [-4.26, 8.02, -3.60], [-1.99, 10.45, -2.54], [2.30, 2.79, 4.91], [1.22, -6.70, -8.17], [1.58, -5.33, -7.96], [2.30, -4.99, -8.70], [0.18, -10.25, 1.78], [-5.04, -0.21, 2.90], [-3.09, 6.31, -1.40], [-5.95, -1.15, -3.64], [-2.81, 9.59, -1.79], [3.86, 2.70, 7.04], [0.53, -8.65, 3.18], [-5.11, 1.82, 3.82], [5.64, 1.59, -3.79], [-5.80, -0.07, 3.47], [1.16, -0.33, 0.33], [-3.22, 7.28, -1.15], [2.83, -4.30, -6.53], [3.62, 3.19, 4.90], [-1.21, 1.34, -5.00], [-2.33, -9.07, 2.18], [-5.44, 0.94, 4.38], [0.80, -7.60, 1.02], [-6.86, 0.60, -4.87], [6.28, 2.03, 7.03], [7.51, 1.04, -2.85], [-1.47, 11.85, -1.11], [5.37, 0.65, -4.27], [-1.63, 7.87, -2.33], [-2.70, 8.07, -2.24], [-2.48, 9.71, -0.75], [2.46, -11.45, 2.30], [4.45, 2.24, -3.29], [1.76, -12.51, 3.60], [3.63, 4.39, 6.73], [-0.70, -10.75, 1.38], [-1.78, -9.69, 3.73], [-7.32, 1.86, 4.70], [-0.19, -8.87, 2.38], [-2.67, 8.06, -4.35], [-0.12, -7.84, 1.36], [-6.64, -1.90, -4.05], [3.70, 4.40, 3.91], [2.13, 2.55, 3.95], [5.52, 3.89, 6.32], [1.45, -6.86, -9.09], [-5.66, -1.52, -2.65], [1.25, -12.71, 1.95], [-3.84, 9.91, -1.71], [2.27, 1.91, 5.41]],
  "mulliken_charge": [-0.79, -0.64, 0.29, 0.31, -0.41, -0.39, -0.26, 0.31, 0.27, 0.31, 0.34, 0.41, 0.33, 0.29, 0.24, -0.65, 0.25, -0.99, -0.86, 0.33, 0.65, -0.96, 0.26, 0.29, -1.36, 0.28, 0.28, -0.41, 0.29, 0.44, 0.27, 0.39, -0.71, 0.40, 0.30, -0.75, -0.66, 0.25, 0.29, 0.24, 0.27, 0.24, 0.26, -1.52, 0.24, 0.30, -0.71, 0.30, -0.09, 0.35, 0.30, -0.31, -0.77, -0.50, -0.24, 0.29, -0.76, 0.31, 0.26, -1.09, -0.69, 0.35, 0.18, 0.29, -0.27, -0.52, -0.45, -0.75, 0.30, 0.52, 0.33, 0.39, -0.20, 0.23, -0.53, 0.29, 0.30, 0.32, 0.24, 0.19, 0.65, 0.30, 0.32, -0.54, 0.22, 0.31, 0.29, 0.32, 0.25, 0.71, 0.30, -0.72, 0.29, -1.30, 0.31, -0.33, 0.29, 0.35, 0.29, 0.37, 0.25]
}

---

Entry 2:
{
  "formula": "C20H65N3O11",
  "method": "wB97M-V/def2-TZVPD",
  "smiles": "COC[C@H](C)N.COC[C@H](C)N.COC[C@H](C)N.CO.CO.CO.CO.CO.CO.CO.CO",
  "de_lowest_kcal_mol": 34.69,
  "homo_lumo_gap_ev": 9.50,
  "species": ["O", "H", "H", "H", "H", "H", "H", "H", "N", "H", "H", "H", "C", "H", "N", "C", "H", "C", "H", "C", "H", "O", "C", "H", "H", "H", "H", "H", "H", "H", "O", "C", "H", "O", "H", "H", "C", "H", "C", "H", "H", "C", "H", "C", "H", "H", "H", "H", "H", "H", "C", "H", "C", "H", "C", "H", "H", "H", "C", "H", "O", "H", "O", "C", "H", "H", "H", "O", "H", "C", "H", "C", "H", "H", "O", "C", "H", "O", "O", "H", "N", "H", "H", "C", "H", "O", "H", "H", "H", "H", "H", "H", "H", "H", "H", "C", "H", "H", "H"],
  "positions_angstrom": [[-3.18, 5.26, 0.44], [5.22, 1.52, 0.79], [3.70, -1.10, 2.66], [-3.15, -1.74, -0.66], [0.82, -4.93, -0.41], [-3.45, 1.32, -0.81], [-0.37, -1.40, 3.41], [-1.30, 0.78, -1.06], [0.49, -7.52, -0.93], [-2.09, 1.21, 4.16], [-0.08, -0.63, 0.39], [-1.20, -2.21, 5.38], [3.86, 1.69, -1.01], [-1.84, 1.37, -2.41], [3.97, 3.12, -1.35], [0.29, -1.45, 4.28], [4.40, 1.19, -3.03], [-4.13, 0.14, -2.48], [-1.07, 2.16, 3.17], [1.19, -7.00, 0.28], [-3.55, 5.79, 1.14], [3.69, 0.16, 0.95], [-3.18, -0.71, -0.29], [3.03, -8.16, -0.23], [0.34, 2.91, -4.12], [3.64, 2.22, 1.01], [-0.52, 1.61, 4.78], [-1.49, 3.59, -1.68], [-2.43, 3.91, 1.77], [0.50, 0.08, 1.85], [2.41, 2.88, -3.85], [4.69, 0.92, -2.01], [4.78, 0.33, 2.71], [-0.51, 1.33, 0.59], [-3.95, -2.26, 1.81], [1.26, -2.09, -3.05], [0.69, -1.73, -2.19], [-3.93, -0.79, -3.02], [0.87, 4.66, -0.05], [0.88, -2.36, 4.13], [3.63, 3.22, -2.30], [2.69, -7.15, -0.01], [-1.25, -1.27, -2.16], [4.18, 1.43, 0.48], [1.03, 1.33, -3.91], [0.89, -7.17, -1.79], [-2.80, 3.54, -4.24], [1.35, -5.04, 1.30], [-1.25, 4.80, -2.99], [0.92, -7.62, 1.14], [0.74, -5.49, 0.51], [1.36, 0.36, 0.33], [-1.92, 4.05, -2.57], [-0.24, -3.84, 2.26], [-4.73, -1.85, 1.16], [-0.37, -7.00, -0.85], [-2.78, 3.21, 0.16], [0.89, 5.06, -1.06], [-3.17, 0.40, -1.33], [-4.08, 3.63, 1.28], [-2.21, 3.10, -3.62], [-2.42, -0.57, 0.47], [-4.42, -0.63, 0.45], [-3.11, 3.93, 0.91], [4.96, 3.26, -1.52], [-4.28, 0.96, -3.19], [3.30, -6.76, 0.81], [-0.73, -2.06, -2.29], [2.84, -6.43, -0.81], [-1.35, 2.01, 4.21], [0.94, 2.33, -2.51], [3.81, -0.05, 2.38], [-5.08, 0.00, -1.96], [5.75, 0.93, -1.76], [-0.53, -5.47, 1.06], [-0.90, -4.15, 1.45], [0.92, -0.57, 4.35], [-1.86, 3.17, 4.83], [1.37, 3.33, 0.00], [-0.94, -3.43, 0.64], [-1.83, 0.51, -1.87], [2.25, 3.26, -0.38], [-1.92, -4.13, 1.82], [1.11, 2.36, -3.58], [-2.87, 4.45, -2.19], [-0.49, -1.58, 5.52], [1.43, 5.32, 0.61], [4.42, -0.12, -1.86], [3.13, 0.60, 2.93], [0.00, 2.08, 0.27], [-2.74, 3.31, 4.47], [-5.61, -1.58, 1.75], [-0.18, 4.78, 0.24], [2.58, 3.02, -4.78], [0.91, -0.67, -2.07], [0.38, 0.27, 0.78], [2.81, 1.44, -1.10], [1.18, -2.23, -1.35], [-5.01, -2.61, 0.44]],
  "mulliken_charge": [-0.54, 0.59, 0.25, 0.54, 0.22, -0.15, -0.08, -0.01, -0.75, 0.28, -0.23, 0.29, 1.58, 0.08, -0.70, -0.19, 0.43, -1.67, 0.12, 0.37, 0.30, -0.30, -0.35, 0.36, 0.39, 0.39, 0.22, -0.32, 0.20, -0.38, -0.51, -1.61, 0.35, -0.39, 0.21, 0.44, -0.36, 0.30, -0.82, 0.38, 0.25, -1.42, 0.43, -0.90, 0.33, 0.27, 0.32, 0.41, 0.37, 0.33, -0.60, -0.88, -0.20, 0.28, -0.72, 0.29, -0.26, 0.31, 1.38, 0.47, -0.58, -0.05, -0.40, -0.15, 0.36, 0.30, 0.36, -0.66, 0.34, -0.36, -0.18, -0.82, 0.46, 0.40, -0.45, -0.38, 0.18, -0.56, -0.48, 0.18, -0.36, 0.32, 0.20, -0.24, 0.45, -0.56, 0.34, 0.37, 0.32, 0.16, 0.32, 0.30, 0.23, 0.26, -0.15, 1.61, -0.98, 0.19, 0.33]
}